Record 1
C31H30F5MoN11S | the ωB97M-V functional and the def2-TZVPD basis

Results
Molecular weight, g mol⁻¹: 779.7
Gap between HOMO and LUMO (alpha / beta), eV: 6.74 / 4.80
Net charge: +2
Strongest force on any atom, eV Å⁻¹: 2.02
Multiplicity: 3
Lowest unoccupied orbital energy (alpha / beta), eV: -6.3196 / -7.7081

Atoms and positions in Å:
Mo  -0.036  0.058  -0.143
C  2.992  1.101  -3.124
C  2.077  0.468  -2.136
N  1.090  1.085  -1.538
C  0.766  2.431  -1.955
C  -0.732  2.628  -1.743
N  -1.095  2.065  -0.438
C  -0.782  2.989  0.666
C  -0.686  2.202  1.965
N  0.331  1.164  1.768
C  0.478  0.271  2.930
C  -0.230  -1.057  2.661
N  0.145  -1.416  1.310
C  0.723  -2.557  1.029
C  0.753  -3.790  1.867
C  1.422  -2.500  -0.224
C  2.231  -3.491  -0.791
C  3.005  -3.176  -1.894
C  3.023  -1.867  -2.365
C  2.196  -0.919  -1.773
N  1.361  -1.250  -0.753
H  3.239  2.115  -2.816
H  2.535  1.141  -4.115
H  3.918  0.539  -3.199
H  1.006  2.604  -3.009
H  1.352  3.146  -1.364
H  -1.277  2.084  -2.523
H  -0.998  3.690  -1.804
H  -2.107  1.923  -0.424
H  -1.532  3.786  0.738
H  0.195  3.440  0.468
H  -1.646  1.725  2.188
H  -0.411  2.871  2.790
H  1.234  1.650  1.671
H  0.105  0.744  3.844
H  1.539  0.055  3.059
H  -1.313  -0.943  2.730
H  0.099  -1.792  3.398
H  0.117  -3.727  2.744
H  1.767  -4.026  2.186
H  0.396  -4.620  1.259
H  2.277  -4.477  -0.358
H  3.620  -3.926  -2.363
H  3.684  -1.597  -3.173
F  6.722  -2.262  4.238
C  5.904  -1.572  3.461
C  5.105  -0.556  3.994
F  5.163  -0.263  5.288
C  4.247  0.148  3.161
F  3.479  1.116  3.683
C  4.143  -0.129  1.790
S  3.145  0.808  0.741
C  4.947  -1.158  1.285
F  4.845  -1.470  -0.016
C  5.816  -1.870  2.098
F  6.559  -2.839  1.574
N  -8.904  -1.067  4.331
C  -7.913  -1.033  3.758
C  -6.685  -0.947  3.058
C  -6.687  -0.626  1.698
C  -5.494  -0.486  1.023
C  -4.278  -0.660  1.694
C  -4.288  -1.015  3.050
C  -5.476  -1.158  3.730
C  -3.044  -0.446  1.037
C  -1.937  -0.237  0.567
H  -7.625  -0.485  1.184
H  -5.494  -0.233  -0.026
H  -3.355  -1.158  3.573
H  -5.478  -1.421  4.777
N  -1.088  -1.054  -5.306
N  -1.244  -1.108  -3.986
N  -2.052  -1.951  -3.404
C  -1.835  -1.738  -2.120
N  -0.916  -0.781  -1.944
N  -0.550  -0.386  -3.152
H  -1.813  -1.530  -5.830
H  -0.759  -0.173  -5.675
H  -2.338  -2.262  -1.332

Record 2
C31H30FNO3PPdS2SiTe | the ωB97M-V functional and the def2-TZVPD basis

Results
Molecular weight, g mol⁻¹: 840.8
Gap between HOMO and LUMO, eV: 6.66
Net charge: -1
Strongest force on any atom, eV Å⁻¹: 0.53
Lowest unoccupied orbital energy, eV: 2.3039

Atoms and positions in Å:
Pd  -0.215  -0.436  0.760
C  3.970  0.684  2.881
Si  2.104  0.791  2.604
C  1.429  -0.570  3.689
C  1.687  2.450  3.394
N  1.470  0.698  0.981
C  2.106  1.035  -0.199
C  3.441  1.497  -0.240
C  4.094  1.872  -1.403
C  3.449  1.822  -2.629
C  2.128  1.401  -2.640
C  1.494  1.039  -1.472
F  0.189  0.714  -1.610
H  4.100  0.665  3.969
H  4.541  1.537  2.511
H  4.401  -0.236  2.481
H  1.758  -0.377  4.717
H  1.820  -1.537  3.380
H  0.347  -0.640  3.681
H  1.735  2.359  4.484
H  0.698  2.819  3.140
H  2.414  3.213  3.094
H  3.991  1.545  0.682
H  5.124  2.202  -1.338
H  3.948  2.105  -3.545
H  1.549  1.353  -3.554
O  -3.539  -1.486  -1.508
S  -3.301  -1.741  -0.107
O  -3.858  -2.957  0.431
O  -1.885  -1.578  0.254
C  -4.215  -0.429  0.712
C  -5.586  -0.688  0.784
C  -6.458  0.237  1.319
C  -5.968  1.442  1.808
C  -4.613  1.695  1.757
C  -3.710  0.775  1.205
P  -1.935  1.251  1.244
C  -1.878  1.933  2.940
C  -1.998  3.289  3.233
C  -1.944  3.728  4.549
C  -1.776  2.816  5.581
C  -1.670  1.461  5.295
C  -1.719  1.024  3.981
C  -1.820  2.720  0.181
C  -2.866  3.194  -0.604
C  -2.665  4.278  -1.451
C  -1.422  4.887  -1.521
C  -0.370  4.407  -0.750
C  -0.564  3.324  0.090
H  -5.945  -1.640  0.414
H  -7.517  0.018  1.365
H  -6.638  2.176  2.239
H  -4.239  2.627  2.159
H  -2.109  4.007  2.428
H  -2.022  4.786  4.766
H  -1.724  3.160  6.606
H  -1.535  0.744  6.095
H  -1.628  -0.030  3.755
H  -3.834  2.712  -0.571
H  -3.482  4.634  -2.066
H  -1.266  5.726  -2.189
H  0.612  4.858  -0.821
H  0.266  2.918  0.658
Te  1.050  -2.730  0.358
C  3.108  -2.535  0.723
C  4.023  -1.787  0.033
C  5.356  -1.947  0.505
C  5.441  -2.827  1.542
S  3.898  -3.449  1.946
H  3.739  -1.139  -0.786
H  6.213  -1.435  0.086
H  6.328  -3.138  2.075

Record 3
C31H30N5O3PSeV | the ωB97M-V functional and the def2-TZVPD basis

Results
Molecular weight, g mol⁻¹: 681.5
Gap between HOMO and LUMO (alpha / beta), eV: 7.51 / 7.60
Net charge: +1
Strongest force on any atom, eV Å⁻¹: 0.98
Multiplicity: 3
Lowest unoccupied orbital energy (alpha / beta), eV: -2.8968 / -2.8460

Atoms and positions in Å:
V  0.387  -0.625  -1.085
O  0.617  -4.096  1.014
C  0.339  -3.134  0.325
N  1.083  -2.022  0.112
C  2.520  -2.147  0.226
C  3.103  -1.793  -1.125
C  4.420  -2.065  -1.459
C  4.872  -1.778  -2.735
C  3.994  -1.223  -3.656
C  2.704  -0.957  -3.247
N  2.266  -1.223  -2.012
C  -0.897  -3.152  -0.548
C  -1.842  -4.150  -0.455
C  -2.869  -4.183  -1.388
C  -2.905  -3.225  -2.388
C  -1.929  -2.243  -2.404
N  -0.948  -2.206  -1.503
H  2.790  -3.175  0.483
H  2.945  -1.496  0.993
H  5.074  -2.513  -0.724
H  5.894  -1.998  -3.013
H  4.298  -1.001  -4.668
H  1.986  -0.504  -3.923
H  -1.743  -4.889  0.327
H  -3.624  -4.956  -1.341
H  -3.680  -3.223  -3.141
H  -1.931  -1.458  -3.150
O  -0.253  3.214  -1.767
C  -0.608  2.139  -1.350
O  -0.253  0.990  -1.907
C  -1.447  2.005  -0.079
P  -1.294  0.314  0.614
C  -2.998  -0.339  0.539
C  -3.737  -0.123  -0.628
C  -5.025  -0.618  -0.749
C  -5.584  -1.356  0.287
C  -4.854  -1.585  1.442
C  -3.568  -1.075  1.573
C  -0.961  0.436  2.388
C  -0.242  -0.585  3.004
C  -0.003  -0.545  4.371
C  -0.471  0.517  5.128
C  -1.192  1.538  4.519
C  -1.440  1.495  3.157
H  -2.487  2.189  -0.353
H  -1.153  2.784  0.622
H  -3.310  0.452  -1.443
H  -5.594  -0.427  -1.649
H  -6.591  -1.742  0.196
H  -5.288  -2.151  2.256
H  -3.016  -1.246  2.488
H  0.148  -1.412  2.424
H  0.556  -1.345  4.838
H  -0.279  0.552  6.193
H  -1.570  2.362  5.109
H  -2.025  2.286  2.704
C  1.568  3.869  2.118
N  2.054  3.909  0.748
C  2.392  5.049  0.049
C  2.783  4.654  -1.180
N  2.680  3.281  -1.216
C  3.001  2.450  -2.362
C  2.231  2.830  -0.036
Se  1.936  1.085  0.557
H  1.525  4.887  2.494
H  2.239  3.275  2.736
H  0.577  3.418  2.150
H  2.317  6.028  0.486
H  3.103  5.221  -2.035
H  3.028  3.083  -3.246
H  2.217  1.712  -2.488
H  3.966  1.963  -2.219

Number 1: DFT total energy -75286.329 eV. Number 2: DFT total energy -92598.373 eV. Number 3: DFT total energy -146548.889 eV.